[1]
Density functional theory data (ωB97M-V/def2-TZVPD) for a 2-piece molecular cluster, C4H10O2 overall in a non-equilibrium geometry.

```
16
Properties=species:S:1:pos:R:3:mulliken_charge:R:1
C -0.923 1.079 1.429 -0.807
O -0.638 -0.211 0.915 -0.342
C -0.436 -0.226 -0.444 0.071
C 0.730 1.330 -1.133 -1.012
C 0.026 -1.702 -0.749 -0.575
O -0.932 -2.712 -0.431 -0.514
H -1.416 1.779 0.739 0.338
H -1.759 0.895 2.166 0.291
H 0.109 1.544 1.543 0.298
H -1.405 -0.030 -0.936 0.311
H 0.812 2.448 -0.900 0.326
H 0.412 1.348 -2.175 0.341
H 1.767 0.986 -1.061 0.316
H 0.205 -1.821 -1.812 0.334
H 0.947 -1.910 -0.184 0.301
H -1.200 -2.605 0.485 0.322
```

Summary:
- largest force on an atom (eV/A) = 2.1
- Kohn-Sham gap (eV) = 10.4
- HOMO (eV) = -9.462
- energy above the lowest of the compared OMol25 structures with the same formula, charge and spin (eV) = 3.912
- charge = 0

[2]
Density functional theory data (ωB97M-V/def2-TZVPD) for a 2-piece molecular cluster, C4H10O2 overall.

```
16
Properties=species:S:1:pos:R:3:mulliken_charge:R:1
C -2.190 -0.769 -0.009 -1.084
C -1.280 0.386 0.403 -0.457
C 0.204 0.110 -0.089 0.560
O 0.353 -0.222 -1.339 -0.798
C 1.169 0.978 0.571 -0.485
O 2.862 -0.549 -0.640 -0.689
H -3.244 -0.511 0.163 0.346
H -2.046 -0.989 -1.071 0.282
H -1.962 -1.678 0.564 0.294
H -1.593 1.316 -0.087 0.325
H -1.308 0.554 1.489 0.329
H 0.495 -0.768 0.605 0.180
H 2.000 -0.545 -1.157 0.408
H 1.221 1.008 1.662 0.263
H 1.898 1.582 0.032 0.221
H 3.420 0.097 -1.098 0.307
```

Summary:
- largest force on an atom (eV/A) = 0.5
- Kohn-Sham gap (spin up / spin down) (eV) = 8.0 / 7.2
- HOMO (spin up / spin down) (eV) = -9.211 / -8.780
- energy above the lowest of the compared OMol25 structures with the same formula, charge and spin (eV) = 4.207
- charge = 0

[3]
Density functional theory data (ωB97M-V/def2-TZVPD) for one molecule with the formula C4H10O2 in a non-equilibrium geometry.

```
16
Properties=species:S:1:pos:R:3:mulliken_charge:R:1
C 1.530 -0.783 1.729 -0.899
C 0.211 -1.038 0.978 -0.465
O 0.005 -0.092 -0.064 -0.307
C -1.223 0.386 -0.599 -0.474
C -0.856 1.554 -1.577 -0.223
O -0.030 0.606 -2.483 -0.547
H 1.666 -1.750 2.374 0.320
H 2.540 -0.777 1.067 0.248
H 1.467 0.231 2.291 0.239
H -0.668 -0.990 1.677 0.271
H 0.107 -1.954 0.498 0.377
H -1.902 0.487 0.296 0.373
H -1.472 -0.498 -1.256 0.270
H -0.113 2.336 -0.992 0.191
H -1.822 2.022 -2.062 0.285
H 0.558 0.260 -1.876 0.342
```

Summary:
- largest force on an atom (eV/A) = 5.7
- SMILES string = CCOCCO
- Kohn-Sham gap (eV) = 10.7
- HOMO (eV) = -9.685
- energy above the lowest of the compared OMol25 structures with the same formula, charge and spin (eV) = 3.376
- charge = 0

[4]
Density functional theory data (ωB97M-V/def2-TZVPD) for a 2-piece molecular cluster, C4H10O2 overall.

```
16
Properties=species:S:1:pos:R:3:mulliken_charge:R:1
C -1.137 0.253 1.791 -0.569
O -0.304 0.846 0.771 -0.163
C -0.894 1.050 -0.384 -0.357
C 0.138 1.627 -1.313 -0.715
C 0.753 -1.794 -0.637 -0.551
O 1.267 -1.469 0.634 -0.511
H -1.923 0.960 2.059 0.343
H -1.567 -0.672 1.409 0.295
H -0.485 0.052 2.641 0.260
H -0.263 -1.405 -0.792 0.230
H -0.197 2.638 -1.581 0.350
H 0.117 1.054 -2.247 0.289
H 1.160 1.674 -0.913 0.251
H 0.715 -2.884 -0.703 0.281
H 1.390 -1.422 -1.455 0.226
H 1.229 -0.507 0.719 0.341
```

Summary:
- largest force on an atom (eV/A) = 0.5
- Kohn-Sham gap (eV) = 9.6
- HOMO (eV) = -8.708
- energy above the lowest of the compared OMol25 structures with the same formula, charge and spin (eV) = 3.718
- charge = 0

[5]
Density functional theory data (ωB97M-V/def2-TZVPD) for one molecule with the formula C4H10O2.

```
16
Properties=species:S:1:pos:R:3:mulliken_charge:R:1
C -2.051 0.291 0.392 -1.372
C -0.547 0.182 0.628 0.431
O -0.233 -1.085 1.200 -0.588
C 0.223 0.438 -0.672 -0.709
C 1.716 0.111 -0.651 -0.557
O 1.993 -1.252 -0.343 -0.581
H -2.595 -0.024 1.287 0.333
H -2.345 1.317 0.144 0.351
H -2.352 -0.362 -0.436 0.317
H -0.250 0.928 1.380 0.252
H 0.107 -1.644 0.488 0.388
H 0.106 1.496 -0.944 0.379
H -0.245 -0.143 -1.478 0.365
H 2.254 0.775 0.040 0.312
H 2.125 0.283 -1.652 0.338
H 2.096 -1.312 0.615 0.341
```

Summary:
- largest force on an atom (eV/A) = 0.3
- SMILES string = C[C@@H](O)CCO
- Kohn-Sham gap (eV) = 10.9
- HOMO (eV) = -9.981
- energy above the lowest of the compared OMol25 structures with the same formula, charge and spin (eV) = 0.711
- charge = 0

[6]
Density functional theory data (ωB97M-V/def2-TZVPD) for a 3-piece molecular cluster, C4H10O2 overall.

```
16
Properties=species:S:1:pos:R:3:mulliken_charge:R:1
H -2.299 1.455 -0.690 0.230
H -2.198 0.755 -0.923 -0.226
C 0.344 -0.790 1.828 -0.849
C 0.422 0.291 1.055 0.142
O 1.420 0.472 0.158 -0.353
C 1.253 1.585 -0.704 -0.645
H 1.092 -1.576 1.770 0.317
H -0.463 -0.890 2.544 0.260
H -0.317 1.093 1.098 0.288
H 1.128 2.515 -0.132 0.320
H 2.163 1.657 -1.301 0.251
H 0.392 1.445 -1.368 0.280
C -0.729 -2.005 -0.827 -0.069
O -1.417 -1.330 -1.555 -0.433
H 0.375 -1.974 -0.871 0.226
H -1.164 -2.702 -0.083 0.261
```

Summary:
- largest force on an atom (eV/A) = 0.6
- SMILES string = [H][H].C=COC.C=O
- Kohn-Sham gap (eV) = 10.0
- HOMO (eV) = -9.046
- energy above the lowest of the compared OMol25 structures with the same formula, charge and spin (eV) = 3.382
- charge = 0

[7]
Density functional theory data (ωB97M-V/def2-TZVPD) for one molecule with the formula C4H10O2 in a non-equilibrium geometry.

```
16
Properties=species:S:1:pos:R:3:mulliken_charge:R:1
O 2.454 0.908 -0.737 -0.503
C 0.983 0.948 -0.915 -0.331
C 0.512 -0.593 -0.688 -0.673
C -1.044 -0.795 -0.491 -0.618
C -1.633 -0.038 0.754 -0.438
O -1.163 -0.557 1.971 -0.499
H 2.705 1.774 -0.392 0.294
H 0.343 1.697 -0.320 0.279
H 0.826 1.216 -1.987 0.226
H 1.014 -1.138 0.214 0.270
H 0.914 -1.050 -1.568 0.349
H -1.116 -1.886 -0.246 0.318
H -1.618 -0.474 -1.315 0.371
H -2.616 -0.526 0.708 0.327
H -1.775 1.025 0.578 0.314
H -1.910 -0.585 2.495 0.315
```

Summary:
- largest force on an atom (eV/A) = 3.9
- SMILES string = OCCCCO
- Kohn-Sham gap (eV) = 11.0
- HOMO (eV) = -10.127
- energy above the lowest of the compared OMol25 structures with the same formula, charge and spin (eV) = 2.212
- charge = 0

[8]
Density functional theory data (ωB97M-V/def2-TZVPD) for a 2-piece molecular cluster, C4H10O2 overall.

```
16
Properties=species:S:1:pos:R:3:mulliken_charge:R:1
O -2.706 -1.199 0.023 -0.515
C -1.679 -0.706 0.817 0.109
C -0.272 -0.765 0.340 -0.839
C -1.036 0.561 0.389 -0.649
H -2.688 -2.158 0.122 0.323
H -1.805 -0.813 1.894 0.314
H 0.525 -0.999 1.038 0.362
H -0.092 -1.138 -0.664 0.307
H -0.857 1.322 1.146 0.364
H -1.335 0.965 -0.574 0.272
C 2.194 0.801 -1.041 -0.584
O 1.932 1.007 0.321 -0.551
H 2.661 -0.175 -1.226 0.239
H 1.291 0.850 -1.661 0.261
H 2.875 1.585 -1.371 0.275
H 0.991 0.862 0.447 0.313
```

Summary:
- largest force on an atom (eV/A) = 0.5
- SMILES string = OC1CC1.CO
- Kohn-Sham gap (eV) = 10.8
- HOMO (eV) = -9.928
- energy above the lowest of the compared OMol25 structures with the same formula, charge and spin (eV) = 2.241
- charge = 0